No. 1
Here is a 5-piece molecular cluster, C18H34BF2N4 overall from the Open Molecules 2025 dataset. Energies are from ωB97M-V/def2-TZVPD.

```
59
Properties=species:S:1:pos:R:3:forces:R:3
C 0.6984 -1.9174 5.5405 -0.0505 0.0650 0.0894
C 0.9261 -2.3848 4.1020 0.2116 0.5209 -0.1510
F 0.6599 -3.7973 4.0372 -0.0265 -0.0903 0.1641
B 2.3728 -1.9732 3.4561 0.3012 -0.6662 0.1398
F 3.4003 -1.7368 4.4853 -0.1385 0.0885 -0.0039
H -0.1402 -1.2205 5.5992 -0.0423 -0.0435 0.0771
H 0.4576 -2.7664 6.1844 -0.0355 -0.0111 -0.0566
H 1.5759 -1.4197 5.9574 0.0947 -0.0911 -0.0976
H 0.1470 -1.9347 3.4744 -0.0948 -0.2358 -0.0486
H 2.7672 -2.9264 2.7679 -0.0746 0.0496 -0.1577
H 2.2128 -0.9811 2.7791 0.2227 -0.0893 0.2656
C -1.7843 1.9519 5.5783 -0.0321 -0.0052 -0.0271
C -3.2982 1.7698 5.5790 0.1614 0.1010 -0.0481
C -3.7861 0.8627 6.7151 0.0606 -0.0083 -0.1092
C -3.1963 -0.4735 6.6010 -0.0176 0.0621 -0.0666
N -2.7036 -1.4974 6.4405 -0.1509 -0.1010 0.1321
H -1.2679 1.0039 5.4239 -0.0020 0.0016 0.0202
H -1.4787 2.6227 4.7758 0.0135 -0.0068 0.0059
H -1.4403 2.3770 6.5239 0.0051 -0.0075 0.0049
H -3.6137 1.3491 4.6225 -0.0410 -0.0239 0.0223
H -3.7874 2.7419 5.6788 -0.0590 -0.0355 0.0343
H -4.8722 0.7641 6.6928 -0.0049 -0.0112 0.0397
H -3.5075 1.2820 7.6836 -0.0025 0.0000 0.0129
C 4.2269 2.3590 -0.2977 0.0093 -0.0025 0.0629
C 4.4565 0.8872 0.0285 0.0780 0.1071 -0.0497
C 3.1831 0.0377 -0.0421 0.1519 0.0037 0.2691
C 2.1809 0.5175 0.9058 -0.2290 0.0201 -0.0953
N 1.3916 0.8802 1.6553 -0.1856 0.5671 -0.3401
H 3.5410 2.8169 0.4175 -0.0280 -0.0293 -0.0088
H 5.1662 2.9134 -0.2559 -0.0073 0.0021 -0.0151
H 3.8118 2.4800 -1.2994 0.0045 0.0035 -0.0244
H 4.8790 0.8044 1.0314 -0.0104 -0.0762 0.0000
H 5.1884 0.4704 -0.6666 -0.0412 -0.0470 -0.0057
H 3.4104 -1.0013 0.2052 -0.0903 -0.0026 0.0936
H 2.7540 0.0633 -1.0423 0.0569 -0.0413 0.0477
C 0.0495 1.5343 -5.2782 0.2149 0.0273 -0.0860
C -0.1135 1.8201 -3.7923 -0.0497 -0.0291 -0.1420
C 1.1746 2.3311 -3.1373 -0.0913 -0.1265 -0.0314
C 2.2515 1.3459 -3.2608 0.0401 0.0921 0.0889
N 3.0841 0.5575 -3.3221 -0.0162 0.0187 -0.2420
H 0.7940 0.7519 -5.4486 0.0610 0.0595 0.0205
H -0.8880 1.1934 -5.7027 0.0623 0.1660 -0.0542
H 0.3698 2.4263 -5.8226 0.0324 -0.0072 0.0220
H -0.4379 0.9133 -3.2805 -0.0139 0.0311 0.0626
H -0.9001 2.5612 -3.6455 0.0183 0.0073 0.0585
H 1.0148 2.5256 -2.0751 0.0651 -0.0035 0.0150
H 1.5065 3.2609 -3.6031 0.0084 0.0067 -0.0012
C -3.8169 -2.7449 -6.7334 0.0197 0.0020 -0.0335
C -2.3032 -2.5846 -6.6573 -0.1338 -0.0484 -0.0681
C -1.8304 -2.0213 -5.3128 -0.0203 0.0432 -0.1291
C -2.3921 -0.6921 -5.0629 -0.0904 -0.0766 0.1634
N -2.8199 0.3568 -4.8762 -0.2320 -0.1718 -0.0158
H -4.3228 -1.7833 -6.6370 0.0113 0.0033 0.0407
H -4.1088 -3.1768 -7.6908 -0.0044 -0.0143 0.0112
H -4.1823 -3.4019 -5.9420 -0.0069 0.0062 0.0027
H -1.9635 -1.9300 -7.4623 0.0473 0.0048 0.0238
H -1.8245 -3.5532 -6.8103 0.0580 0.0226 0.0408
H -0.7427 -1.9373 -5.2907 0.0025 0.0103 0.0521
H -2.1295 -2.6777 -4.4940 0.0107 0.0098 0.0249
```
Positions in Å, forces in eV/Å.

Properties
Maximum force = 0.0145 hartree/bohr
LUMO = 2.09 eV
Total charge = -1
Frontier orbital gap = 6.32 eV

Mulliken atomic charge list, values in e, 2 entries: -0.453 0.271

***

No. 2
Here is a 3-piece molecular cluster, C18H34O10S overall from the Open Molecules 2025 dataset. Energies are from ωB97M-V/def2-TZVPD.

```
63
Properties=species:S:1:pos:R:3:forces:R:3
C 1.6970 -3.6591 1.0632 -0.1945 0.1297 0.3824
C 1.5862 -2.4809 0.8691 -0.1049 0.0021 0.0793
C 1.4217 -1.0453 0.6742 -0.1483 0.3671 -0.4600
C 1.9999 -0.5547 -0.6753 0.0207 0.3128 0.5826
C 2.3630 0.9260 -0.6952 -0.0739 -0.1294 0.0192
O 1.2189 1.7780 -0.9793 -0.5934 0.1833 0.3460
S 0.5648 2.2457 0.4555 -0.1111 -0.4801 0.2125
O 1.1748 3.4964 0.8178 0.0432 0.4401 -0.1618
O -0.9639 2.5693 -0.0331 0.7499 -0.4803 -0.2446
C -1.8494 2.2036 1.0564 -0.3371 0.5047 0.5534
C -3.2938 2.5687 0.7056 0.3755 -0.0668 -0.3665
C -3.5919 2.6325 -0.8059 -0.6767 0.3148 0.5646
C -5.1084 2.4761 -1.0288 0.2576 0.0419 0.1655
C -5.5486 1.0258 -0.9592 0.0116 -0.0660 -0.6312
O -6.8273 0.8509 -1.5606 0.0594 -0.0248 0.1386
C -7.3846 -0.3953 -1.1872 -0.5470 -0.3959 0.3625
C -8.2738 -0.2581 0.0557 0.7414 0.2302 -0.3067
H 1.6860 -4.6550 1.4358 0.1609 -0.1562 -0.2995
H 1.8598 -0.4929 1.5083 0.1802 -0.1355 0.0073
H 0.3585 -0.7916 0.6923 -0.0306 -0.1411 0.1310
H 1.2488 -0.7200 -1.4477 0.2925 -0.2306 -0.2224
H 2.9153 -1.1135 -0.8739 -0.1053 -0.0726 -0.2254
H 2.7997 1.2497 0.2559 0.1660 -0.1346 -0.0536
H 3.0986 1.1109 -1.4750 -0.1638 0.2153 -0.0896
H -1.5523 2.7978 1.9267 0.0189 -0.1411 0.0431
H -1.7332 1.1550 1.3391 0.0362 -0.0886 -0.3841
H -3.9762 1.8601 1.1786 0.1791 -0.1172 0.0864
H -3.5095 3.5364 1.1611 -0.1181 0.0444 -0.1708
H -3.3025 3.6224 -1.1580 0.1965 -0.1197 -0.1455
H -3.0277 1.8921 -1.3729 -0.0089 -0.0348 0.0316
H -5.6293 3.0363 -0.2461 -0.0896 0.1333 -0.1721
H -5.3775 2.9155 -1.9901 -0.1457 -0.2075 -0.0384
H -5.5799 0.6549 0.0707 0.1136 0.0867 0.0476
H -4.8266 0.4152 -1.5228 0.0043 -0.0691 0.1463
H -6.5812 -1.1203 -1.0122 -0.0272 -0.0288 0.0223
H -8.0012 -0.8148 -1.9860 0.1808 0.3937 -0.3090
H -7.6350 -0.0009 0.9035 -0.2415 -0.0534 0.1745
H -8.9717 0.5616 -0.1094 -0.1215 -0.0932 0.0481
H -8.8085 -1.1853 0.2555 -0.0135 0.0183 0.0832
C 7.0658 4.2925 4.5577 0.1507 -0.0193 0.1676
O 6.6123 4.8476 3.3233 0.0429 0.0246 0.0058
C 5.4143 4.4065 2.9324 0.0065 0.0631 -0.0944
O 4.7316 3.6114 3.5241 0.0081 -0.0442 0.0341
O 5.1118 4.9949 1.7796 0.0463 0.0363 -0.0369
C 3.8394 4.6146 1.2404 -0.1292 0.0623 -0.1409
H 8.0401 4.7298 4.7578 -0.0196 0.0777 -0.1341
H 6.3853 4.5487 5.3680 -0.0604 -0.0928 -0.0305
H 7.1678 3.2115 4.4793 -0.1109 -0.0057 0.0276
H 3.0353 4.8874 1.9173 0.0180 -0.1308 0.0622
H 3.8134 3.5473 1.0376 -0.0261 -0.0198 0.1336
H 3.7155 5.1555 0.3069 0.1499 0.0640 0.0315
C 4.2119 -5.4991 -1.6164 0.1759 0.1483 0.1965
O 3.5055 -5.8893 -2.7951 0.0283 0.0140 -0.0429
C 2.5138 -6.7506 -2.5739 0.0133 0.0482 -0.0748
O 2.1912 -7.1972 -1.5046 -0.0143 -0.0179 0.0409
O 1.9399 -7.0320 -3.7436 0.0097 0.0121 -0.0365
C 0.8506 -7.9516 -3.6554 -0.1825 -0.1349 -0.0913
H 4.9862 -4.8020 -1.9245 -0.0666 -0.0244 -0.1876
H 3.5439 -5.0001 -0.9161 -0.0280 -0.0944 0.0316
H 4.6798 -6.3617 -1.1448 -0.1083 -0.0258 0.0434
H 0.0546 -7.5459 -3.0335 0.0592 -0.0394 0.0887
H 1.1866 -8.9089 -3.2609 -0.0127 0.0462 0.1027
H 0.4781 -8.0923 -4.6661 0.1141 0.1016 -0.0432
```
Positions in Å, forces in eV/Å.

Properties
Maximum force = 0.0182 hartree/bohr
LUMO = 0.56 eV
Total charge = 0
Frontier orbital gap = 10.33 eV

Mulliken atomic charge list, values in e, 2 entries: -0.177 -0.742

***

| no. | DFT total energy (eV) |
| --- | --- |
| 1 | -31290.1198 |
| 2 | -50524.1020 |